Formula: C5H14NO2
Source: the OMol25 dataset
Level of theory: ωB97M-V with the def2-TZVPD basis set

Each line ends with the natural charge from an NBO analysis.
CARTESIAN COORDINATES (ANGSTROEM)
1 O -4.9455 -0.1191 -0.3438  -0.624
2 O -2.6955 -0.2575 -0.2502  -0.698
3 N 0.0514 0.8445 -0.5883  -0.758
4 C 1.2507 -0.0008 -0.0131  0.178
5 C 2.2599 0.9939 0.4958  -0.638
6 C 1.7700 -0.8719 -1.1368  -0.642
7 C 0.7628 -0.6840 1.2800  -0.619
8 C -3.8384 -0.4577 0.1682  0.692
9 H 3.1548 0.3848 0.7442  0.251
10 H 2.3528 -1.5206 -0.6474  0.240
11 H 1.9813 1.4312 1.4627  0.229
12 H 2.4276 1.6555 -0.2770  0.214
13 H 0.1997 0.9947 -1.6739  0.448
14 H 2.4318 -0.4748 -1.9060  0.237
15 H -0.9425 0.4894 -0.4565  0.491
16 H 0.3029 0.1475 1.7250  0.207
17 H -4.9101 0.5384 -1.0874  0.510
18 H 0.9979 -1.4013 -1.4981  0.220
19 H 1.5135 -0.8909 1.9718  0.243
20 H 0.0847 1.8482 -0.1384  0.442
21 H -0.0172 -1.5791 1.1006  0.237
22 H -4.1926 -1.0705 1.0685  0.140

* energy relative to the best compared isomer or geometry (same formula, charge and spin): 182.0 kJ/mol
* HOMO level: -14.781 eV
* total energy: -403.87205 a.u.
* maximum force: 4.6 eV/A
* frontier orbital gap: 11.720 eV
* net charge: +1